Entry 1:
Here is a molecular structure, C44H44BrF4N2PS2ScSi2 from the Open Molecules 2025 dataset. Energies are from ωB97M-V/def2-TZVPD.

The geometry in XYZ format:
```
101
Properties=species:S:1:pos:R:3:mulliken_charge:R:1
Sc -1.4605 0.3877 0.8250 -1.0894
C -2.9366 -1.0904 -1.8522 -1.3758
N -3.2096 0.0109 -0.9107 1.9077
C -4.3040 -0.4291 0.0026 -1.6938
C -3.8196 -1.4215 1.0513 0.7328
N -2.9336 -0.7629 2.0377 1.4626
C -3.7204 -0.0276 3.0488 -1.3312
C -1.9751 -1.6379 2.7044 0.3131
C -2.2277 -2.9950 2.8566 -0.1628
C -1.3175 -3.8047 3.5146 -0.6825
C -0.1469 -3.2577 4.0168 -0.5982
C 0.1133 -1.9073 3.8582 -0.7041
C -0.7932 -1.0681 3.2072 0.3794
S -0.3747 0.6555 3.0301 -0.5819
C -3.5647 1.2435 -1.5915 -0.1280
C -4.0001 1.2637 -2.9113 -0.3086
C -4.3254 2.4565 -3.5436 -0.9729
C -4.2225 3.6507 -2.8514 -0.5538
C -3.7812 3.6452 -1.5367 -0.8495
C -3.4345 2.4584 -0.8935 0.7238
S -2.8318 2.5092 0.7589 -0.5695
H -3.8328 -1.3483 -2.4282 0.4683
H -2.6363 -1.9830 -1.3011 -0.7948
H -2.1372 -0.8126 -2.5357 0.5424
H -5.0875 -0.9133 -0.5937 0.3737
H -4.7369 0.4570 0.4661 0.6864
H -4.6941 -1.8439 1.5619 0.5058
H -3.2717 -2.2529 0.5818 -0.8307
H -4.2924 -0.7404 3.6521 0.2716
H -4.3932 0.6687 2.5534 0.4189
H -3.0487 0.5413 3.6878 0.2534
H -3.1173 -3.4306 2.4257 0.3384
H -1.5102 -4.8652 3.6026 0.3773
H 0.5768 -3.8894 4.5170 0.3656
H 1.0382 -1.4777 4.2214 0.4174
H -4.0807 0.3423 -3.4682 0.3655
H -4.6539 2.4434 -4.5749 0.3915
H -4.4705 4.5888 -3.3326 0.3897
H -3.6767 4.5744 -0.9911 0.4266
F 3.4346 7.4548 3.7524 -0.3020
C 3.1672 6.3562 3.0492 0.5202
C 4.1986 5.5811 2.5579 0.2635
F 5.4633 5.9405 2.7848 -0.3126
C 3.9070 4.4453 1.8258 0.2035
F 4.9551 3.7550 1.3638 -0.4078
C 2.6062 4.0353 1.5669 0.0808
P 2.1761 2.5306 0.5702 0.7166
C 2.7498 3.1219 -1.0705 0.6549
C 1.7309 3.5556 -1.9181 -0.6706
C 2.0224 4.0713 -3.1737 -0.6831
C 3.3388 4.1429 -3.6017 -0.5135
C 4.3608 3.7044 -2.7685 -0.7311
C 4.0714 3.2015 -1.5097 -0.1359
C 3.4263 1.3386 1.1484 0.6262
C 4.1254 0.5074 0.2785 -0.5886
C 4.9389 -0.5024 0.7736 -0.6734
C 5.0517 -0.7017 2.1398 -0.5230
C 4.3348 0.1059 3.0134 -0.7162
C 3.5214 1.1129 2.5219 -0.6971
C 1.5788 4.8407 2.0693 -0.0797
Br -0.2288 4.4205 1.7659 -0.0687
C 1.8602 5.9838 2.7988 0.3121
F 0.8867 6.7581 3.2825 -0.3296
H 0.6990 3.4794 -1.5923 0.3533
H 1.2184 4.4014 -3.8190 0.4367
H 3.5699 4.5330 -4.5849 0.3721
H 5.3905 3.7559 -3.1001 0.4022
H 4.8765 2.8712 -0.8681 0.4119
H 4.0230 0.6282 -0.7928 0.3837
H 5.4680 -1.1469 0.0831 0.4151
H 5.6785 -1.4962 2.5240 0.3679
H 4.3968 -0.0596 4.0818 0.4382
H 2.9370 1.7134 3.2103 0.3292
C 0.2635 0.3069 -1.3575 -1.5493
Si -0.0458 -1.4237 -0.4704 1.5812
C 1.5443 -1.8132 0.5021 -0.7992
C 0.0222 -2.6724 -1.9048 0.5418
C 0.9345 -2.3670 -2.9246 -0.6780
C 1.1289 -3.2043 -4.0140 -0.8732
C 0.4052 -4.3852 -4.0890 -0.7790
C -0.4796 -4.7134 -3.0715 -0.4278
C -0.6940 -3.8878 -1.9589 0.8075
Si -1.8468 -4.4281 -0.4882 0.4131
C -2.8196 -5.8947 -1.2993 -1.5130
C -0.5387 -5.4660 0.4909 -1.2266
H 1.3147 0.6054 -1.3469 0.3885
H -0.2812 1.2026 -0.9795 0.0950
H -0.0528 0.2300 -2.4002 0.6091
H 2.4019 -1.8916 -0.1730 0.4978
H 1.4097 -2.7868 0.9825 0.2421
H 1.7713 -1.0832 1.2837 -0.1666
H 1.5121 -1.4471 -2.8760 0.2330
H 1.8343 -2.9373 -4.7932 0.3884
H 0.5390 -5.0541 -4.9331 0.3559
H -1.0235 -5.6494 -3.1386 0.2370
H -2.1795 -6.7188 -1.6410 0.2670
H -3.4190 -5.5531 -2.1502 0.3148
H -3.5180 -6.3116 -0.5662 0.3454
H -0.0579 -6.2122 -0.1534 0.3829
H -1.0116 -5.9945 1.3260 0.3160
H 0.2424 -4.8269 0.9161 0.2565
```

Properties
Total energy: -7263.61491 Ha
HOMO-LUMO gap: 0.1758 Eh
Energy above the lowest of the compared OMol25 structures with the same formula, charge and spin: 120.9 kJ/mol
Highest occupied orbital energy: -2.79 eV
Total charge: -1
2S+1: 1

---

Entry 2:
Here is a molecular structure, C44H44Cl5InN7O2 from the Open Molecules 2025 dataset. Energies are from ωB97M-V/def2-TZVPD.

The geometry in XYZ format:
```
103
Properties=species:S:1:pos:R:3:mulliken_charge:R:1
In 0.4048 1.3086 -0.0307 1.8921
Cl 5.5246 6.6012 -1.0700 -0.1877
C 4.2483 5.6089 -0.5600 0.2462
C 4.2914 4.2408 -0.8136 -0.0972
Cl 5.6182 3.5531 -1.7084 -0.1811
C 3.2750 3.4462 -0.3470 0.7494
Cl 3.3756 1.7545 -0.6143 -0.0762
C 2.1379 3.9620 0.2458 -1.1956
O 1.1826 3.1712 0.6991 0.0418
C 2.0567 5.3288 0.4246 0.1879
Cl 0.5828 6.0188 1.0609 -0.1647
C 3.1379 6.1499 0.0564 0.4029
Cl 3.0375 7.7849 0.4248 -0.1911
C -4.1202 1.7158 2.8610 -1.9359
C -3.0786 1.7450 1.7446 1.3707
C -2.3495 3.0874 1.7407 -1.1304
C -3.6483 1.3478 0.3345 0.3241
C -4.9265 1.6501 -0.0529 -0.7933
C -5.3939 1.4263 -1.3774 -1.7093
C -4.5350 0.8497 -2.2701 -0.4912
C -3.2664 0.4539 -1.9011 0.7659
C -2.4834 -0.2912 -2.9562 2.3066
C -2.2214 0.6058 -4.1603 -1.7588
C -3.2496 -1.5493 -3.3263 -1.5577
C -2.8535 0.6745 -0.6075 -0.5303
N -1.5364 0.2122 -0.2677 0.2578
C -1.3458 -1.0227 -0.0626 0.7070
C 0.0663 -1.6080 -0.0758 0.3482
N 1.0665 -0.8464 -0.2123 0.4456
C 2.3445 -1.4911 -0.3324 -1.6442
C 2.9841 -1.9327 0.8239 1.0583
C 4.2413 -2.5077 0.6717 -0.5560
C 4.8035 -2.7475 -0.5891 -1.6543
C 4.1223 -2.3634 -1.7421 -0.9913
C 2.8942 -1.6928 -1.6147 1.0590
C 2.1690 -1.1572 -2.8397 1.7305
C 0.9157 -2.0237 -3.2452 -0.9466
C 3.0507 -1.1233 -4.0488 -1.9486
C 2.3828 -1.7454 2.2082 1.1876
C 2.3705 -2.9722 3.1435 -1.7206
C 3.1081 -0.5572 2.8945 -1.8005
C -0.1221 -3.0698 -0.0727 1.1514
C 0.6779 -4.1817 -0.2271 0.1182
C 0.1154 -5.4797 -0.1959 -1.1724
C -1.2524 -5.6898 -0.1677 -0.9829
C -2.1097 -4.5625 -0.0776 0.7806
C -3.5190 -4.5783 -0.0760 -0.7877
C -4.2622 -3.4088 -0.0399 -1.0373
C -3.6631 -2.1747 0.0254 0.2864
C -2.2896 -2.1129 0.0035 1.0316
C -1.5286 -3.2803 0.0015 -1.0571
H -3.6395 1.6929 3.8553 0.4274
H -4.7330 0.7607 2.8562 0.3192
H -4.7773 2.5388 2.7254 0.4786
H -2.3280 1.0378 2.0226 -0.2991
H -2.9376 3.9421 1.3715 0.3270
H -1.5092 3.0054 1.0701 0.1835
H -2.0446 3.3856 2.7437 0.3949
H -5.5706 2.1442 0.6553 0.4101
H -6.3832 1.7040 -1.6735 0.4486
H -4.8802 0.6377 -3.2835 0.3587
H -1.4845 -0.5786 -2.5737 -1.4966
H -3.1613 0.9199 -4.6100 0.3566
H -1.6496 0.1056 -4.9540 0.3965
H -1.6821 1.4809 -3.8263 0.4402
H -4.1930 -1.3164 -3.7865 0.4667
H -3.4246 -2.2021 -2.4680 0.1494
H -2.6775 -2.1335 -4.0238 0.4767
H 4.7495 -2.8414 1.5500 0.5110
H 5.7581 -3.2707 -0.6939 0.4007
H 4.4697 -2.6263 -2.7014 0.4966
H 1.7957 -0.1434 -2.6158 -0.4352
H 1.1361 -3.0669 -3.4668 0.2802
H 0.5271 -1.6109 -4.1810 0.5392
H 0.1561 -2.0296 -2.4914 -0.0860
H 3.3521 -2.1591 -4.3142 0.3962
H 3.9592 -0.5500 -3.8379 0.4632
H 2.5800 -0.6779 -4.9438 0.4054
H 1.3759 -1.4018 2.1562 -0.2022
H 3.3990 -3.3820 3.2816 0.2875
H 1.8035 -3.7634 2.6681 0.3747
H 1.9532 -2.7270 4.0965 0.4717
H 4.1711 -0.8452 3.0217 0.4026
H 2.5918 -0.4158 3.8346 0.5352
H 3.0966 0.3510 2.3428 0.2156
H 1.7407 -4.0887 -0.4090 0.4356
H 0.7961 -6.3196 -0.2848 0.4867
H -1.6786 -6.7016 -0.1659 0.4319
H -4.0100 -5.5588 -0.0720 0.4451
H -5.3451 -3.5512 0.0370 0.4185
H -4.2849 -1.2741 -0.0155 0.3429
N 0.8783 3.8984 3.7122 -0.1797
C 1.0597 2.9842 4.6763 0.4898
N 1.3292 3.3670 5.9213 -0.3465
N 0.7946 1.6984 4.4434 -0.8743
C 0.4374 1.3845 3.2424 0.7560
N 0.2345 0.9302 2.1906 -0.4568
H 1.1350 4.8534 3.8526 0.2808
H 0.9268 3.6008 2.7249 -0.3078
H 1.5443 4.2850 6.2013 0.1945
H 1.3500 2.6593 6.6589 0.2549
O 0.9322 2.9706 -2.2987 -0.3666
N -0.0702 2.3706 -1.9022 -0.0495
```

Properties
Total energy: -4727.74676 Ha
HOMO-LUMO gap: 0.2021 Eh
Highest occupied orbital energy: -9.49 eV
Total charge: +1
2S+1: 1

---

Entry 3:
Here is a molecular structure, C44H45F3NO4S3V from the Open Molecules 2025 dataset. Energies are from ωB97M-V/def2-TZVPD.

The geometry in XYZ format:
```
101
Properties=species:S:1:pos:R:3:mulliken_charge:R:1
V -0.2340 0.0069 0.1995 0.7867
O 0.1515 -3.0295 -1.6353 -0.4904
S 1.2162 -1.9293 -2.3610 0.6195
C 2.5857 -2.9719 -1.4718 -0.7208
C 2.4888 -4.4385 -1.1078 -1.2396
C 1.6050 -4.7335 0.1110 -0.1616
C 1.9791 -3.9177 1.3509 -1.2749
S 0.8719 -2.6133 2.0250 0.3167
O 0.8798 -1.6570 0.8311 -0.0563
C -0.6336 -3.5638 1.9772 0.7563
C -0.7176 -4.6928 2.7813 -0.7899
C -1.8802 -5.4475 2.7778 -0.6491
C -2.9468 -5.0779 1.9687 -0.5377
C -2.8526 -3.9472 1.1734 -1.3821
C -1.6948 -3.1838 1.1770 0.2805
C 1.6510 -2.5951 -3.9503 -0.0679
C 0.9378 -3.6666 -4.4649 -0.1301
C 1.2975 -4.2026 -5.6912 -0.8078
C 2.3635 -3.6706 -6.4012 -0.4445
C 3.0738 -2.5980 -5.8808 -0.8208
C 2.7214 -2.0591 -4.6531 -0.2392
H 2.7026 -2.3611 -0.5774 0.2679
H 3.4499 -2.7614 -2.1105 0.8552
H 3.4957 -4.8198 -0.8849 0.3384
H 2.1363 -5.0215 -1.9660 0.3129
H 1.7114 -5.7916 0.3688 0.4667
H 0.5586 -4.5785 -0.1426 0.1572
H 2.9136 -3.3688 1.2101 0.7879
H 2.1572 -4.5675 2.2138 0.5812
H 0.1104 -4.9767 3.4188 0.3565
H -1.9505 -6.3230 3.4103 0.3815
H -3.8535 -5.6692 1.9673 0.3863
H -3.6857 -3.6442 0.5524 0.5011
H -1.6323 -2.2857 0.5737 0.4310
H 0.1037 -4.0637 -3.9017 0.4726
H 0.7387 -5.0374 -6.0952 0.4113
H 2.6384 -4.0907 -7.3601 0.3839
H 3.9022 -2.1758 -6.4350 0.3998
H 3.2643 -1.2151 -4.2480 0.5462
C -2.6817 4.7313 4.6763 -1.7279
C -3.4279 3.4210 4.3938 2.2406
C -4.8241 3.4839 5.0278 -1.8224
C -2.6536 2.2730 5.0461 -1.9752
C -3.5555 3.2350 2.8840 0.1433
C -4.2097 4.2223 2.1200 -0.3110
C -4.2979 4.1457 0.7488 -1.4545
C -3.7189 3.0523 0.1105 1.3942
S -3.5586 2.7160 -1.5756 -0.4618
C -2.6853 1.2602 -1.1771 0.8312
N -2.5306 1.0267 0.0919 -0.2587
C -3.0916 2.0497 0.8484 -1.5155
C -3.0109 2.1456 2.2384 0.3651
C -2.0683 0.4608 -2.2512 0.5993
C -2.5263 0.6140 -3.5635 -0.9557
C -1.8636 -0.0301 -4.5899 -1.3764
C -0.7738 -0.8499 -4.2948 -0.6507
C -0.3705 -1.0179 -2.9809 2.0950
C -0.9699 -0.3343 -1.9068 -1.3762
H -2.4671 4.8170 5.7442 0.4558
H -3.2713 5.6011 4.3834 0.3650
H -1.7384 4.7668 4.1304 0.3251
H -4.7410 3.6409 6.1060 0.4466
H -5.3680 2.5530 4.8600 0.3831
H -5.4178 4.3002 4.6154 0.3424
H -2.5893 2.4434 6.1229 0.4690
H -1.6388 2.1907 4.6558 0.3353
H -3.1451 1.3121 4.8864 0.4099
H -4.6389 5.0810 2.6212 0.3715
H -4.7852 4.9315 0.1865 0.3460
H -2.4901 1.3722 2.7707 0.4305
H -3.3841 1.2366 -3.7881 0.4363
H -2.1894 0.0939 -5.6161 0.3532
H -0.2629 -1.3505 -5.1102 0.4107
H -0.7079 -2.5767 -1.6368 0.4114
C 6.2920 2.8267 -1.3472 -1.5204
C 4.8376 2.8755 -0.9706 0.7700
C 3.8481 2.8023 -1.9422 -1.1822
C 2.4983 2.8719 -1.6165 1.0931
C 1.4485 2.7330 -2.6813 -1.4563
C 2.1394 3.0371 -0.2792 0.8921
C 3.1114 3.1067 0.7171 1.2349
C 2.7080 3.2385 2.1575 -1.4539
C 4.4510 3.0200 0.3565 -1.0636
C 0.6684 3.0786 0.0927 -0.7853
O 0.1333 4.1198 0.4572 -0.7030
O 0.1023 1.9415 -0.0007 -0.1352
H 6.4408 2.2814 -2.2803 0.3593
H 6.8857 2.3378 -0.5733 0.3658
H 6.7029 3.8304 -1.4864 0.2814
H 4.1335 2.6805 -2.9827 0.3381
H 1.8739 2.9147 -3.6698 0.5206
H 0.6244 3.4309 -2.5247 0.3469
H 1.0156 1.7293 -2.6720 0.0353
H 2.2377 2.3197 2.5191 0.1317
H 1.9786 4.0384 2.2844 0.3300
H 3.5745 3.4466 2.7860 0.4045
H 5.2098 3.0668 1.1315 0.3388
F -1.8852 -0.5852 2.7655 -0.3076
C -0.5550 -0.8787 3.0489 -0.2389
F -0.5330 -0.9075 4.4272 -0.3533
F 0.0873 0.3651 2.7556 -0.3019
```

Properties
Total energy: -4497.51978 Ha
HOMO-LUMO gap (alpha / beta): 0.2492 / 0.2569 Eh
Energy above the lowest of the compared OMol25 structures with the same formula, charge and spin: 384.4 kJ/mol
Highest occupied orbital energy (alpha / beta): -4.44 / -4.65 eV
Total charge: -1
Expectation value of S²: 3.76
2S+1: 4

---

Entry 4:
Here is a molecular structure, C44H46ClF3N4O2SSr from the Open Molecules 2025 dataset. Energies are from ωB97M-V/def2-TZVPD.

The geometry in XYZ format:
```
102
Properties=species:S:1:pos:R:3:mulliken_charge:R:1
Sr 0.0299 -0.6900 -0.3533 0.8688
C 0.1245 2.3052 -3.4941 -1.4567
C 1.3462 1.6534 -2.8456 3.6103
C 2.2868 1.0615 -3.8949 -1.9502
C 2.0737 2.6109 -1.9188 0.8537
C 2.4462 3.8505 -2.4331 -0.7331
C 3.0734 4.8026 -1.6524 -1.5029
C 3.2900 4.5220 -0.3130 -0.3986
C 2.9399 3.2986 0.2402 0.7372
C 3.1128 3.1229 1.7388 1.2915
C 4.5830 3.1737 2.1550 -1.8201
C 2.2992 4.1681 2.5072 -1.4731
C 2.3792 2.2904 -0.5819 -0.9814
N 2.0392 1.0399 -0.0333 1.3901
C 3.0533 0.3618 0.5132 -0.8952
O 4.2733 0.5503 0.3948 -0.8040
C 2.6280 -0.7351 1.4901 0.6862
C 3.5508 -1.5760 2.0972 -0.5717
C 3.0973 -2.4361 3.0861 -0.7062
C 1.7586 -2.4410 3.4482 -0.6224
C 0.8917 -1.6123 2.7507 -0.4695
N 1.3416 -0.7810 1.8166 0.4769
C -0.6053 -1.5054 3.0263 -0.9294
O -0.9779 -1.6251 4.2063 -0.8196
N -1.2987 -1.2229 1.9300 1.9822
C -2.5986 -0.6929 2.0781 -1.1218
C -3.7617 -1.4721 2.0194 0.6203
C -4.9993 -0.8314 1.9748 -1.1328
C -5.1167 0.5460 2.0153 -1.3515
C -3.9640 1.3102 2.0961 -0.4956
C -2.7119 0.7134 2.1204 0.6991
C -1.4746 1.5957 2.1379 2.4806
C -1.4421 2.5001 3.3703 -1.7214
C -1.3567 2.4205 0.8512 -0.6391
C -3.7827 -2.9856 1.8864 0.6100
C -3.5271 -3.3841 0.4304 -1.0366
C -2.8639 -3.7682 2.8211 -1.4493
H -0.4390 1.5728 -4.0739 0.2436
H 0.4152 3.1156 -4.1662 0.3107
H -0.5485 2.7176 -2.7402 0.3550
H 0.9835 0.8127 -2.2574 -1.6412
H 2.6867 1.8531 -4.5357 0.3576
H 1.7559 0.3430 -4.5230 0.4540
H 3.1216 0.5460 -3.4187 0.4219
H 2.2323 4.0716 -3.4723 0.3315
H 3.3631 5.7590 -2.0725 0.3512
H 3.7366 5.2793 0.3231 0.2222
H 2.7115 2.1484 2.0128 -0.3036
H 5.0048 4.1616 1.9480 0.3181
H 5.1521 2.4225 1.6107 0.4059
H 4.6828 2.9854 3.2280 0.4456
H 2.6805 5.1764 2.3264 0.3137
H 2.3499 3.9779 3.5826 0.4371
H 1.2508 4.1506 2.2043 0.2793
H 4.5874 -1.5206 1.7968 0.5543
H 3.7945 -3.0997 3.5862 0.3779
H 1.3731 -3.0700 4.2393 0.5558
H -5.8942 -1.4424 1.9063 0.3005
H -6.0917 1.0172 1.9760 0.3516
H -4.0371 2.3926 2.1154 0.2823
H -0.5994 0.9465 2.1990 -0.3787
H -2.2671 3.2181 3.3615 0.3630
H -0.5068 3.0639 3.4034 0.2510
H -1.5179 1.9059 4.2826 0.4376
H -2.1499 3.1723 0.7971 0.5185
H -1.4676 1.7967 -0.0429 -0.3638
H -0.3911 2.9302 0.7993 -0.0119
H -4.8079 -3.2789 2.1415 0.5087
H -2.5201 -3.0814 0.1314 -0.2028
H -4.2279 -2.8960 -0.2483 0.3090
H -3.6092 -4.4679 0.3063 0.5254
H -1.8347 -3.7201 2.4728 -0.0176
H -3.1697 -4.8190 2.8283 0.5622
H -2.8846 -3.3762 3.8358 0.3575
F 2.2989 -4.9442 -3.9225 -0.2261
C 2.9730 -5.0238 -2.7618 0.5051
F 4.0413 -4.2201 -2.8647 -0.2272
F 3.4756 -6.2919 -2.7250 -0.3405
C 2.1220 -4.7411 -1.5575 -0.1554
C 1.9371 -5.7373 -0.6241 -0.1201
C 1.1655 -5.5009 0.5065 -1.2664
C 0.6196 -4.2370 0.6386 -0.1347
N 0.7794 -3.2660 -0.2475 0.5861
C 1.5130 -3.4666 -1.3740 -0.0154
S 1.6486 -2.1618 -2.4766 -0.5450
H 2.3985 -6.7040 -0.7765 0.4694
H 1.0010 -6.2606 1.2568 0.4614
H 0.0247 -3.9795 1.5072 0.0919
Cl -3.5011 2.6150 -6.5799 -0.3222
C -3.2058 1.6832 -5.1143 0.4541
C -2.6033 0.4355 -5.1917 -0.7412
C -2.3727 -0.2931 -4.0436 -0.2864
C -2.7317 0.1814 -2.7507 0.4968
C -2.4483 -0.5429 -1.5665 -2.0564
C -3.3588 1.4583 -2.7327 -0.1580
C -3.5841 2.1903 -3.8796 -0.7841
H -2.3076 0.0407 -6.1565 0.3430
H -1.8823 -1.2578 -4.1211 0.2940
H -3.0426 -0.2969 -0.6875 0.3972
H -2.2966 -1.6167 -1.7039 0.7815
H -3.6616 1.8701 -1.7752 0.3292
H -4.0572 3.1637 -3.8215 0.3620
```

Properties
Total energy: -3262.74378 Ha
HOMO-LUMO gap: 0.2068 Eh
Energy above the lowest of the compared OMol25 structures with the same formula, charge and spin: 17.6 kJ/mol
Highest occupied orbital energy: -1.37 eV
Total charge: -2
2S+1: 1